(1)
Here is the molecule C4H4ClNOS at a distorted geometry from OMol25. Energies are from ωB97M-V/def2-TZVPD.

Last column: Mulliken charge in e.
Positions of all 12 atoms, in Å:
C (-2.19, -1.21, -1.15)  0.003
C (-1.61, 0.00, -0.63)  0.143
C (-0.04, -0.58, 0.15)  0.208
C (1.13, 0.26, 0.24)  -0.927
N (-1.49, -2.28, -0.99)  -0.503
O (0.22, -3.19, 0.58)  -0.551
S (0.03, -2.24, -0.47)  0.527
Cl (-2.42, 1.45, -0.47)  -0.139
H (-3.18, -1.13, -1.69)  0.325
H (0.89, 1.20, 0.85)  0.308
H (1.51, 0.71, -0.70)  0.285
H (1.95, -0.22, 0.93)  0.321

Its LUMO energy (alpha / beta) is -1.3 / -1.6 eV. The max |F| comes out at 5.98 eV/Å. The spin multiplicity is 1. Its HOMO energy (alpha / beta) is -9.03 / -8.98 eV.

---

(2)
Here is a structure of composition C4H4CrO5 at a distorted geometry from OMol25. Energies are from ωB97M-V/def2-TZVPD.

Last column: Mulliken charge in e.
Positions of all 14 atoms, in Å:
O (0.36, 0.76, 0.60)  -0.393
C (0.49, -0.07, 1.43)  0.777
O (0.68, -0.45, 2.53)  -0.396
O (-0.44, -2.00, 0.49)  -0.348
C (-1.87, -1.69, 0.37)  0.066
H (-2.04, -0.89, 1.12)  0.395
C (-2.11, -1.08, -1.00)  -1.056
H (-1.43, -0.24, -1.24)  0.246
H (-2.01, -1.82, -1.81)  0.305
H (-3.14, -0.68, -1.04)  0.360
C (-0.01, -3.43, 0.46)  0.617
O (-0.92, -4.26, 0.74)  -0.695
O (1.16, -3.63, 0.17)  -0.559
Cr (-2.83, -3.51, 0.90)  0.682

Its LUMO energy (alpha / beta) is -2.0 / -2.0 eV. The max |F| comes out at 3.67 eV/Å. The spin multiplicity is 5. The expectation value of S² is 6.12. Its HOMO energy (alpha / beta) is -9.73 / -9.65 eV.

---

(3)
Here is a structure of composition C4H4CuLiO5 at a distorted geometry from OMol25. Energies are from ωB97M-V/def2-TZVPD.

Last column: Mulliken charge in e.
Positions of all 15 atoms, in Å:
O (-0.27, 1.76, 0.12)  -0.875
O (-0.70, -0.23, -0.77)  -0.745
C (-2.40, -1.64, 0.32)  -0.843
C (-3.75, -0.98, 0.18)  0.020
O (-3.70, 0.39, 0.09)  -0.966
C (0.11, 0.61, -0.25)  0.816
H (-2.23, -2.60, -0.19)  0.342
H (-1.89, -1.46, 1.27)  0.235
H (-4.36, -1.32, 1.06)  0.173
H (-4.26, -1.46, -0.69)  0.141
O (1.84, -1.05, -0.07)  -0.670
O (2.42, 1.06, 0.23)  -0.669
C (1.54, 0.18, 0.00)  0.545
Li (-2.19, 1.26, -0.36)  0.872
Cu (4.35, -0.53, 0.29)  0.623

Its LUMO energy (alpha / beta) is 0.3 / 0.3 eV. The max |F| comes out at 3.79 eV/Å. The spin multiplicity is 2. The expectation value of S² is 0.75. Its HOMO energy (alpha / beta) is -2.62 / -3.46 eV. As for the total charge: -1.

---

(4)
Here is a structure of composition C4H4DyO5 at a distorted geometry from OMol25. Energies are from ωB97M-V/def2-TZVPD.

Last column: Mulliken charge in e.
Positions of all 14 atoms, in Å:
O (1.33, -0.56, 0.24)  -0.395
H (-2.30, -0.18, -1.44)  0.297
O (1.01, 1.71, 0.00)  -0.995
O (-0.34, 0.29, -1.10)  -0.407
C (-1.50, -0.43, -0.73)  -0.328
C (-1.77, 0.08, 0.68)  -0.284
O (-0.48, 0.43, 1.15)  -0.413
C (0.43, 0.53, 0.06)  1.608
H (-1.32, -1.51, -0.75)  0.246
H (-2.20, -0.68, 1.35)  0.279
H (-2.41, 0.97, 0.68)  0.249
Dy (3.37, 1.78, 0.10)  1.536
C (2.82, -0.68, -0.20)  -0.168
O (3.36, -1.74, -0.05)  -0.225

Its LUMO energy (alpha / beta) is -6.1 / -7.0 eV. The max |F| comes out at 4.50 eV/Å. The spin multiplicity is 6. The expectation value of S² is 9.62. Its HOMO energy (alpha / beta) is -13.14 / -13.05 eV. As for the total charge: +1.

---

Q: Look up the max |F| of the fourth one.
A: 4.50 eV/Å

---

Q: The lowest max |F| belongs to which entry?
A: C4H4CrO5

---

Q: max |F| of number 2 (C4H4CrO5)?
A: 3.67 eV/Å